# 1
Here is C16H23MgN3SSi as an isolated structure from the OMol25 dataset. Energies are from ωB97M-V/def2-TZVPD.

Structure (XYZ):
```
45
Properties=species:S:1:pos:R:3:mulliken_charge:R:1
Mg 9.80 8.96 5.52 0.71
C 11.29 8.00 4.27 -1.21
H 12.01 8.77 3.93 0.24
H 10.67 7.76 3.41 0.25
H 11.84 7.15 4.59 0.35
S 8.22 9.74 7.24 -0.52
C 8.61 11.23 6.38 1.01
N 8.74 12.44 7.27 -0.48
C 8.82 13.60 6.47 -1.25
C 9.97 13.63 5.47 0.23
C 10.44 12.19 5.23 -0.76
N 9.86 11.16 5.63 -0.62
H 8.03 12.48 7.99 0.38
H 8.67 14.53 7.01 0.64
H 10.77 14.35 5.62 0.58
H 11.40 12.09 4.78 0.47
C 4.89 6.81 5.74 -0.91
C 5.94 6.30 4.67 -0.23
C 7.20 7.04 4.69 0.10
N 8.20 7.56 4.59 -0.26
H 4.02 6.23 5.72 0.38
H 4.64 7.84 5.62 0.16
H 5.30 6.69 6.78 0.29
H 5.48 6.51 3.70 0.23
H 6.19 5.22 4.79 0.28
C 5.50 11.53 5.74 -1.27
Si 7.26 11.79 5.15 -0.17
C 7.57 11.16 3.39 -1.02
C 7.79 13.66 5.22 1.26
C 6.73 14.56 5.50 -0.51
C 6.81 15.92 5.29 -0.78
C 7.97 16.40 4.58 -0.32
C 9.01 15.65 4.18 -1.21
C 9.04 14.13 4.32 0.16
H 4.89 12.30 5.21 0.41
H 5.34 11.72 6.71 0.54
H 4.92 10.62 5.46 0.17
H 6.70 11.41 2.80 0.39
H 7.71 10.10 3.39 0.35
H 8.50 11.59 2.95 0.26
H 5.88 14.20 5.99 0.41
H 5.97 16.60 5.58 0.35
H 8.02 17.46 4.35 0.36
H 9.91 16.15 3.74 0.35
H 9.25 13.78 3.30 0.19
```

Properties
2S+1: 1
ΔE to the lowest compared entry with this formula, charge and spin in eV: 0.966
Max |F| in eV/Å: 4.19
Gap between HOMO and LUMO in eV: 7.720


# 2
Here is an isolated ion of composition C16H23N2O5 and charge -1 from the OMol25 dataset. Energies are from ωB97M-V/def2-TZVPD.

Structure (XYZ):
```
46
Properties=species:S:1:pos:R:3:mulliken_charge:R:1
C 4.04 -2.11 2.28 -1.74
C 3.83 -1.12 1.13 1.16
C 5.14 -0.91 0.37 -1.47
C 2.72 -1.64 0.21 -1.40
C 2.25 -0.67 -0.88 -0.91
C 1.60 0.59 -0.31 0.15
C 2.62 1.70 -0.04 0.07
O 3.70 1.77 -0.59 -0.63
O 2.20 2.62 0.80 -0.63
C 0.49 1.24 -1.18 0.66
C 0.60 0.93 -2.67 -1.87
C -0.89 0.88 -0.63 -0.88
C -1.16 1.49 0.73 0.34
O -0.30 2.10 1.41 -0.83
N -2.40 1.34 1.16 0.12
N -3.38 0.70 0.44 -0.58
C -4.54 0.71 1.09 0.22
O -4.76 1.21 2.21 -0.87
C -5.60 0.04 0.30 0.12
C -5.55 -0.57 -0.93 -0.01
C -6.85 -1.04 -1.20 -0.60
C -7.60 -0.69 -0.12 -0.43
O -6.86 -0.04 0.79 -0.33
H 4.35 -3.08 1.89 0.35
H 3.12 -2.24 2.85 0.41
H 4.81 -1.75 2.96 0.42
H 3.52 -0.16 1.56 0.10
H 5.41 -1.82 -0.17 0.30
H 5.94 -0.67 1.07 0.43
H 5.03 -0.09 -0.33 0.30
H 3.07 -2.56 -0.27 0.55
H 1.85 -1.90 0.83 0.38
H 1.53 -1.21 -1.50 0.38
H 3.10 -0.39 -1.51 0.41
H 1.15 0.33 0.65 0.49
H 1.23 2.45 1.09 0.61
H 0.59 2.33 -1.09 0.45
H 0.33 -0.11 -2.88 0.36
H 1.61 1.10 -3.02 0.43
H -0.07 1.57 -3.23 0.46
H -1.00 -0.21 -0.54 0.22
H -1.68 1.22 -1.30 0.57
H -2.70 1.72 2.06 0.35
H -4.67 -0.65 -1.54 0.51
H -7.18 -1.56 -2.07 0.42
H -8.64 -0.84 0.11 0.44
```

Properties
2S+1: 1
Max |F| in eV/Å: 1.16
Gap between HOMO and LUMO in eV: 7.088
Charge: -1
SMILES: CC(C)CC[C@@H](C(=O)O)[C@@H](C)CC(=O)N/N=C(\[O-])c1ccco1


# 3
Here is a 3-piece molecular cluster, C16H23N2O6PS2 overall from the OMol25 dataset. Energies are from ωB97M-V/def2-TZVPD.

Structure (XYZ):
```
50
Properties=species:S:1:pos:R:3:mulliken_charge:R:1
N 4.99 3.92 -1.29 -0.68
P 4.75 2.52 -0.45 0.23
C 2.87 1.99 -0.46 0.36
C 2.53 0.35 -0.46 -0.50
C 0.94 -0.14 -0.44 -0.32
C -0.18 1.06 -0.42 0.56
C 0.13 2.67 -0.44 0.16
C 1.70 3.16 -0.45 -0.60
C -1.29 3.49 -0.44 0.32
O -1.54 4.80 -0.36 -0.57
N -2.44 2.46 -0.53 -0.30
C -1.82 1.06 -0.36 0.32
O -2.48 -0.08 -0.15 -0.63
H 5.39 4.58 -0.56 0.22
H 5.54 1.44 -1.06 0.11
H 5.11 2.68 0.97 0.11
H 3.39 -0.47 -0.47 0.22
H 0.59 -1.26 -0.41 0.30
H 1.94 4.30 -0.44 0.32
H -3.14 2.61 0.25 0.31
O -0.51 -1.20 -2.86 -0.50
S -1.31 -1.38 -4.04 1.04
O -1.03 -0.69 -5.29 -0.71
C -1.45 -3.12 -4.38 -0.73
C -2.67 -3.57 -3.58 -0.56
C -3.72 -2.48 -3.80 -0.70
C -3.03 -1.13 -3.61 -0.28
H -0.53 -3.63 -4.07 0.38
H -1.61 -3.25 -5.45 0.34
H -3.03 -4.55 -3.91 0.34
H -2.42 -3.63 -2.52 0.29
H -4.11 -2.55 -4.82 0.30
H -4.57 -2.59 -3.11 0.35
H -3.46 -0.36 -4.26 0.38
H -3.07 -0.80 -2.57 0.01
O 2.68 0.76 3.71 -0.69
S 1.64 -0.19 3.36 1.15
O 1.61 -0.87 2.08 -0.55
C 1.53 -1.41 4.66 -0.75
C 0.54 -0.82 5.64 -0.59
C -0.59 -0.23 4.79 -0.73
C 0.05 0.56 3.66 -0.20
H 2.52 -1.58 5.09 0.40
H 1.15 -2.33 4.22 0.33
H 0.17 -1.57 6.34 0.35
H 1.01 -0.02 6.22 0.29
H -1.19 -1.05 4.37 0.31
H -1.26 0.40 5.39 0.35
H -0.55 0.52 2.75 -0.02
H 0.22 1.60 3.95 0.40
```

Properties
2S+1: 1
Max |F| in eV/Å: 8.55
Gap between HOMO and LUMO in eV: 7.147
SMILES: N=[PH2]c1ccc2c(c1)C(=O)NC2=O.O=S1(=O)CCCC1.O=S1(=O)CCCC1


# 4
Here is a 4-piece molecular cluster, C16H23N3O2S overall from the OMol25 dataset. Energies are from ωB97M-V/def2-TZVPD.

Structure (XYZ):
```
45
Properties=species:S:1:pos:R:3:mulliken_charge:R:1
O 15.56 15.07 5.67 -0.63
S 16.95 15.08 5.09 1.02
O 17.92 16.02 5.56 -0.61
C 17.75 13.43 4.74 -0.82
C 17.59 12.99 3.26 -0.39
C 17.73 14.36 2.52 -0.39
C 16.67 15.33 3.23 -0.84
H 17.35 12.66 5.41 0.45
H 18.77 13.56 5.08 0.38
H 18.35 12.33 2.84 0.27
H 16.62 12.51 3.15 0.27
H 17.63 14.29 1.44 -0.01
H 18.71 14.84 2.56 0.40
H 15.66 14.93 3.10 0.32
H 16.51 16.38 2.96 0.56
C 17.06 9.61 -1.37 -0.16
C 17.50 10.44 -2.42 -0.25
C 18.28 11.36 -1.76 -0.91
N 18.42 11.05 -0.40 0.07
C 17.54 10.03 -0.13 -0.80
H 16.50 8.71 -1.55 0.52
H 17.17 10.34 -3.44 0.49
H 18.82 12.15 -2.26 0.43
H 18.88 11.55 0.35 0.26
H 17.40 9.59 0.85 0.37
C 13.33 9.83 -1.34 0.18
C 11.97 9.94 -0.98 -0.94
C 11.49 10.80 -1.93 -0.45
N 12.41 11.16 -2.85 0.01
C 13.60 10.59 -2.49 -0.58
H 13.99 9.14 -0.83 0.43
H 11.52 9.40 -0.16 0.40
H 10.54 11.29 -2.04 0.40
H 12.18 11.69 -3.68 0.20
H 14.46 10.93 -3.05 0.36
C 15.62 15.18 -0.60 -0.60
C 14.36 14.93 0.00 -0.62
C 14.28 13.57 0.18 -0.52
N 15.35 13.01 -0.40 0.53
C 16.23 13.96 -0.80 -0.56
H 16.17 16.10 -0.70 0.41
H 13.53 15.53 0.34 0.42
H 13.47 12.99 0.61 0.47
H 15.49 12.01 -0.47 0.02
H 17.26 13.72 -1.02 0.43
```

Properties
2S+1: 1
ΔE to the lowest compared entry with this formula, charge and spin in eV: 4.805
Max |F| in eV/Å: 4.87
Gap between HOMO and LUMO in eV: 8.728
SMILES: O=S1(=O)CCCC1.c1cc[nH]c1.c1cc[nH]c1.c1cc[nH]c1


# 5
Here is C16H23N3O4S in the gas phase from the OMol25 dataset. Energies are from ωB97M-V/def2-TZVPD.

Structure (XYZ):
```
47
Properties=species:S:1:pos:R:3:mulliken_charge:R:1
C -7.13 -2.08 0.22 -1.01
N -6.48 -0.80 0.13 0.05
C -7.13 0.40 0.31 0.46
O -8.29 0.56 0.57 -0.59
O -6.22 1.41 0.15 -0.46
C -5.01 0.84 -0.13 0.45
C -3.80 1.45 -0.37 -0.98
C -2.74 0.60 -0.63 0.20
S -1.12 1.32 -0.89 1.29
O -1.28 2.64 -1.42 -0.73
O -0.31 0.37 -1.60 -0.64
N -0.59 1.44 0.70 -0.20
C 0.65 0.76 1.02 -0.97
C 1.88 1.50 0.48 -0.76
N 3.03 0.62 0.47 0.26
C 4.29 1.28 0.74 -0.77
C 5.43 0.31 1.03 -0.87
C 5.97 -0.40 -0.21 -0.64
C 5.20 -1.66 -0.61 -0.69
C 3.68 -1.58 -0.41 -1.02
C 3.07 -0.22 -0.73 -0.36
C -2.86 -0.78 -0.65 -0.57
C -4.08 -1.39 -0.40 -0.97
C -5.16 -0.56 -0.14 0.84
H -8.18 -1.89 0.44 0.36
H -7.04 -2.62 -0.72 0.33
H -6.69 -2.68 1.03 0.33
H -3.67 2.52 -0.38 0.51
H -0.60 2.41 0.99 0.35
H 0.59 -0.22 0.55 0.34
H 0.71 0.64 2.10 0.36
H 2.09 2.36 1.13 0.52
H 1.64 1.89 -0.52 0.37
H 4.14 1.91 1.63 0.46
H 4.59 1.95 -0.09 0.37
H 5.10 -0.42 1.77 0.32
H 6.24 0.89 1.48 0.40
H 7.01 -0.67 -0.05 0.37
H 5.96 0.31 -1.04 0.31
H 5.57 -2.51 -0.02 0.34
H 5.41 -1.87 -1.66 0.31
H 3.43 -1.81 0.63 0.36
H 3.21 -2.34 -1.03 0.42
H 2.05 -0.36 -1.07 0.20
H 3.62 0.28 -1.54 0.44
H -1.98 -1.36 -0.87 0.51
H -4.19 -2.46 -0.42 0.44
```

Properties
2S+1: 1
ΔE to the lowest compared entry with this formula, charge and spin in eV: 0.948
Max |F| in eV/Å: 1.04
Gap between HOMO and LUMO in eV: 9.021
SMILES: Cn1c(=O)oc2cc(S(=O)(=O)NCCN3CCCCCC3)ccc21


# 6
Here is C16H23N3O6S2 in the gas phase from the OMol25 dataset. Energies are from ωB97M-V/def2-TZVPD.

Structure (XYZ):
```
50
Properties=species:S:1:pos:R:3:mulliken_charge:R:1
C 4.09 0.21 -4.38 -1.22
C 4.36 -0.45 -3.04 -0.25
O 3.11 -0.72 -2.41 -0.21
C 3.17 -1.42 -1.27 0.15
O 4.20 -1.82 -0.78 -0.65
C 1.85 -1.66 -0.70 1.18
S 1.75 -2.54 0.79 -0.21
C 0.01 -2.34 0.72 0.23
N -0.76 -2.87 1.71 0.09
C -2.13 -2.87 1.87 0.48
O -2.63 -3.55 2.73 -0.64
C -2.95 -2.10 0.85 -0.61
O -2.68 -0.71 0.76 -0.19
C -2.32 -0.07 1.87 0.20
O -2.11 -0.62 2.93 -0.69
C -2.28 1.43 1.64 0.02
C -1.39 2.14 2.67 -0.91
C 0.07 2.24 2.25 -0.93
S 0.82 0.64 1.81 0.12
C 0.96 -0.12 3.45 -0.94
N -1.93 1.72 0.27 0.17
C -2.74 2.47 -0.52 0.79
C -2.26 2.55 -1.95 -1.11
O -3.73 3.02 -0.10 -0.66
N -0.42 -1.70 -0.32 -0.10
C 0.59 -1.30 -1.13 -0.39
C 0.26 -0.53 -2.35 -1.50
H 3.51 -0.45 -5.01 0.30
H 5.04 0.43 -4.87 0.42
H 3.54 1.13 -4.24 0.30
H 4.95 0.21 -2.38 0.31
H 4.91 -1.39 -3.15 0.33
H -0.27 -3.38 2.44 0.25
H -4.01 -2.24 1.11 0.36
H -2.75 -2.50 -0.15 0.36
H -3.31 1.79 1.77 0.45
H -1.76 3.16 2.83 0.45
H -1.47 1.60 3.62 0.37
H 0.67 2.69 3.04 0.59
H 0.17 2.85 1.35 0.35
H -0.02 -0.46 3.78 0.20
H 1.63 -0.96 3.35 0.34
H 1.37 0.61 4.15 0.41
H -1.16 1.20 -0.12 0.04
H -2.80 3.35 -2.46 0.34
H -2.47 1.61 -2.45 0.21
H -1.20 2.75 -2.00 0.30
H -0.82 -0.44 -2.43 0.40
H 0.65 -1.04 -3.24 0.46
H 0.72 0.45 -2.32 0.21
```

Properties
2S+1: 1
ΔE to the lowest compared entry with this formula, charge and spin in eV: 0.333
Max |F| in eV/Å: 1.22
Gap between HOMO and LUMO in eV: 8.749
SMILES: CCOC(=O)c1sc(NC(=O)COC(=O)[C@@H](CCSC)NC(C)=O)nc1C


# 7
Here is a 2-piece molecular cluster, C16H23N4O10 overall from the OMol25 dataset. Energies are from ωB97M-V/def2-TZVPD.

Structure (XYZ):
```
53
Properties=species:S:1:pos:R:3:mulliken_charge:R:1
O -4.80 1.29 2.93 -0.67
O -6.84 3.22 -0.47 -0.68
O 2.12 -4.64 -1.26 -0.76
O 0.96 -0.13 -1.08 -0.89
O 4.55 -2.11 -3.94 -0.70
O 2.45 0.12 0.49 -0.85
O -0.28 4.36 4.87 -0.58
O -1.64 2.95 2.92 -0.47
O -0.95 0.32 0.58 -0.68
O 1.00 0.69 2.48 -0.64
C -4.67 1.95 1.91 0.48
C -5.80 2.98 0.12 0.25
C 1.23 -3.81 -1.43 0.94
C 2.11 -0.34 -0.62 0.71
C 3.63 -2.73 -3.40 0.12
C -3.39 3.10 0.19 -0.33
C -3.38 2.35 1.35 -0.61
N -5.84 2.33 1.31 -0.07
N -4.62 3.43 -0.40 -0.09
N 3.53 -4.05 -3.55 -0.06
N 1.35 -2.69 -2.14 -0.28
C -0.12 -4.04 -0.81 -1.21
C 4.45 -4.89 -4.31 -0.99
C 0.48 3.73 3.83 -0.62
C -2.10 1.92 2.04 0.38
C -0.32 2.54 3.32 0.21
C -0.88 1.64 1.15 0.44
C 0.31 1.88 2.09 -0.08
C 3.14 -1.17 -1.41 -0.98
C 2.55 -1.97 -2.59 0.45
H -1.22 4.32 4.60 0.35
H -0.16 0.15 -0.01 0.41
H 1.56 0.37 1.71 0.53
H -2.46 3.43 -0.28 0.43
H -6.69 1.88 1.60 0.26
H -4.66 3.81 -1.34 0.27
H 2.83 -4.51 -2.98 0.13
H 0.54 -2.09 -2.09 0.37
H -0.88 -4.09 -1.59 0.31
H -0.11 -4.98 -0.25 0.35
H -0.34 -3.22 -0.13 0.28
H 4.77 -4.37 -5.21 0.32
H 3.96 -5.83 -4.59 0.35
H 5.33 -5.11 -3.70 0.29
H 1.45 3.40 4.21 0.33
H 0.66 4.44 3.02 0.32
H -2.30 1.01 2.62 0.54
H -0.41 1.80 4.12 0.23
H -0.81 2.36 0.33 -0.03
H 1.02 2.56 1.60 0.21
H 3.91 -0.50 -1.79 0.42
H 3.62 -1.87 -0.73 0.30
H 2.19 -1.21 -3.29 0.32
```

Properties
2S+1: 1
Max |F| in eV/Å: 2.44
Gap between HOMO and LUMO in eV: 8.745
Charge: -1


# 8
Here is C16H23N5O4Ru as an isolated structure from the OMol25 dataset. Energies are from ωB97M-V/def2-TZVPD.

Structure (XYZ):
```
49
Properties=species:S:1:pos:R:3:mulliken_charge:R:1
Ru -0.16 1.42 0.05 0.74
O 2.16 1.58 -3.66 -0.63
C 1.70 1.55 -2.52 0.38
O 0.42 1.64 -2.25 -0.54
C 2.66 1.54 -1.28 0.44
C 4.05 1.38 -1.36 -0.94
C 4.71 1.39 -0.14 -0.09
C 4.06 1.51 1.10 -0.90
C 2.68 1.61 1.01 0.44
N 2.00 1.64 -0.14 0.46
C 1.78 1.74 2.28 0.47
O 2.31 1.56 3.35 -0.60
O 0.50 1.99 2.03 -0.48
H 4.63 1.34 -2.31 0.48
H 5.80 1.24 -0.11 0.41
H 4.63 1.53 2.03 0.53
N -2.37 1.70 0.22 -0.40
C -3.04 2.84 0.85 -0.65
C -2.66 4.10 0.14 -0.66
C -1.22 4.39 0.41 -0.68
N -0.36 3.54 -0.40 -0.32
H -2.87 1.50 -0.66 0.25
H -2.56 0.86 0.76 0.40
H -2.71 2.94 1.92 0.33
H -4.12 2.72 0.87 0.39
H -3.28 4.91 0.54 0.32
H -2.91 4.08 -0.94 0.33
H -0.97 4.18 1.45 0.35
H -1.00 5.46 0.27 0.41
H 0.60 3.91 -0.37 0.30
H -0.64 3.56 -1.40 0.32
N -0.63 -0.48 0.30 -0.58
C -0.47 -1.68 0.16 0.24
N -0.56 -3.00 0.03 0.18
C -0.54 -3.78 1.29 -0.64
C -1.33 -5.07 1.06 -0.60
C -1.05 -5.76 -0.29 -0.63
C -1.06 -4.83 -1.53 -0.56
C -0.19 -3.63 -1.29 -0.64
H -0.91 -3.08 2.06 0.43
H 0.49 -4.02 1.56 0.31
H -2.38 -4.82 1.13 0.32
H -1.09 -5.79 1.85 0.32
H -1.79 -6.57 -0.42 0.32
H -0.04 -6.24 -0.24 0.31
H -2.12 -4.56 -1.76 0.29
H -0.70 -5.33 -2.45 0.32
H -0.32 -2.83 -2.00 0.45
H 0.87 -3.90 -1.19 0.30
```

Properties
2S+1: 6
Max |F| in eV/Å: 7.33
Gap between HOMO and LUMO (spin up / spin down) in eV: 8.384 / 7.220
Charge: +1


# 9
Here is C16H23N6PtSe as an isolated structure from the OMol25 dataset. Energies are from ωB97M-V/def2-TZVPD.

Structure (XYZ):
```
47
Properties=species:S:1:pos:R:3:mulliken_charge:R:1
Pt 0.02 -0.76 0.26 0.83
C -2.27 -3.14 -2.43 -1.94
C -1.71 -2.20 -1.43 0.94
N -0.46 -2.13 -1.11 -0.06
C 0.63 -2.97 -1.62 -0.50
C 1.69 -3.00 -0.53 -1.11
N 1.95 -1.61 -0.02 -0.36
C 2.85 -0.84 -0.93 -0.64
C 2.86 0.59 -0.50 -0.81
N 1.50 1.14 -0.59 -0.22
C 1.33 2.33 0.27 -0.84
C 0.89 1.88 1.66 -0.65
N -0.24 0.98 1.42 0.07
C -1.46 1.29 1.68 1.10
C -1.92 2.44 2.51 -1.98
C -2.48 0.46 0.96 0.78
C -3.86 0.61 0.93 -0.68
C -4.59 -0.20 0.08 -0.85
C -3.96 -1.14 -0.74 -0.71
C -2.59 -1.25 -0.68 0.54
N -1.91 -0.44 0.16 0.17
H -1.53 -3.44 -3.16 0.52
H -3.11 -2.70 -2.96 0.55
H -2.64 -4.04 -1.92 0.37
H 1.00 -2.53 -2.55 0.34
H 0.30 -3.98 -1.84 0.63
H 2.61 -3.44 -0.91 0.41
H 1.34 -3.59 0.31 0.42
H 2.40 -1.72 0.89 0.42
H 2.48 -0.94 -1.95 0.34
H 3.85 -1.28 -0.89 0.45
H 3.57 1.18 -1.08 0.49
H 3.17 0.65 0.55 0.37
H 1.27 1.37 -1.56 0.22
H 0.60 3.00 -0.16 0.42
H 2.28 2.87 0.36 0.43
H 0.60 2.75 2.25 0.53
H 1.67 1.34 2.19 0.24
H -1.17 2.79 3.20 0.51
H -2.80 2.14 3.09 0.55
H -2.23 3.27 1.86 0.39
H -4.35 1.34 1.56 0.46
H -5.67 -0.10 0.04 0.48
H -4.55 -1.76 -1.41 0.44
Se -2.33 -2.94 3.58 0.15
C -1.05 -2.27 2.64 0.41
N -0.10 -1.88 2.02 -0.62
```

Properties
2S+1: 1
ΔE to the lowest compared entry with this formula, charge and spin in eV: 0.301
Max |F| in eV/Å: 1.93
Gap between HOMO and LUMO (spin up / spin down) in eV: 5.480 / 5.473
Charge: +3


# 10
Here is C16H23NO3 in the gas phase from the OMol25 dataset. Energies are from ωB97M-V/def2-TZVPD.

Structure (XYZ):
```
43
Properties=species:S:1:pos:R:3:mulliken_charge:R:1
C -0.81 -1.63 -2.26 -1.58
C 0.24 -0.80 -1.53 0.48
C 1.04 -1.67 -0.54 -1.45
N 2.20 -1.10 0.10 0.12
C 1.95 -0.13 1.14 0.52
C 3.25 0.05 1.93 -0.99
O 4.29 0.51 1.09 -0.40
C 4.50 -0.38 0.03 -0.80
C 3.23 -0.59 -0.80 -0.43
O -0.45 0.24 -0.82 0.31
C -0.12 1.50 -1.05 0.40
O 0.76 1.86 -1.79 -0.61
C -1.02 2.46 -0.29 -0.64
C -1.57 1.93 1.03 -1.13
C -2.45 0.72 0.87 0.66
C -2.15 -0.46 1.53 -0.14
C -2.94 -1.59 1.37 -0.71
C -4.06 -1.54 0.55 -0.46
C -4.38 -0.35 -0.10 -0.67
C -3.59 0.77 0.07 -0.27
H -1.37 -1.00 -2.95 0.38
H -0.34 -2.42 -2.83 0.45
H -1.50 -2.05 -1.54 0.24
H 0.92 -0.33 -2.25 0.50
H 1.38 -2.55 -1.09 0.45
H 0.35 -2.00 0.24 0.34
H 1.17 -0.50 1.80 -0.08
H 1.65 0.86 0.74 -0.04
H 3.13 0.81 2.71 0.37
H 3.53 -0.91 2.38 0.43
H 5.29 0.06 -0.59 0.37
H 4.83 -1.36 0.42 0.38
H 3.41 -1.32 -1.58 0.46
H 2.94 0.37 -1.26 0.22
H -1.84 2.71 -0.97 0.42
H -0.45 3.38 -0.13 0.36
H -0.74 1.69 1.70 0.35
H -2.15 2.74 1.50 0.34
H -1.28 -0.51 2.17 0.31
H -2.69 -2.50 1.88 0.39
H -4.67 -2.41 0.41 0.38
H -5.25 -0.30 -0.73 0.40
H -3.85 1.69 -0.43 0.37
```

Properties
2S+1: 1
ΔE to the lowest compared entry with this formula, charge and spin in eV: 1.796
Max |F| in eV/Å: 0.79
Gap between HOMO and LUMO in eV: 9.244
SMILES: C[C@H](CN1CCOCC1)OC(=O)CCc1ccccc1